*a*
Computed, not measured: a cluster of 9 separate species, C6H29NO8 in total, with ωB97M-V with the def2-TZVPD basis set.

Computed properties:
LUMO   0.001 Eh
Gap between HOMO and LUMO   9.145 eV
HOMO level   -9.13 eV
SMILES string   C/C=C/CCCN.O.O.O.O.O.O.O.O

```
! RIJCOSX wB97M-V def2-TZVPD def2/J DEFGRID3
* xyz 0 1
O -1.843 -1.911 -1.769
O -4.305 0.872 -0.781
O 0.141 -0.332 -2.695
O 1.568 -3.311 -0.609
O -2.341 0.925 -2.741
O 2.088 -1.881 -3.368
O 2.591 -0.852 3.202
O 3.935 -1.582 0.756
N -1.102 -1.339 2.463
C 0.735 2.003 -0.149
C -1.592 -0.022 2.173
C 0.402 1.531 2.089
C 0.434 2.782 -1.365
C -0.814 1.063 2.946
C 0.027 2.270 0.908
H 3.235 -0.412 2.620
H -3.740 0.629 -0.071
H 0.966 0.584 1.761
H -1.548 -1.873 3.192
H 1.141 2.111 2.636
H -1.308 -2.244 -0.985
H 0.191 0.611 -2.384
H -0.788 3.015 0.902
H 1.169 -1.806 -2.916
H -1.866 0.305 1.106
H -2.545 0.206 2.689
H -3.750 1.664 -1.332
H 1.879 -2.542 -0.985
H 0.507 3.783 -1.473
H 2.193 -1.653 2.666
H 2.539 -1.189 -2.873
H -1.716 1.104 -3.496
H 3.079 -1.138 0.715
H 1.090 2.442 -2.182
H -0.590 2.592 -1.642
H -0.493 0.664 3.951
H -0.817 -0.533 -2.617
H 1.324 1.129 -0.394
H -2.326 0.045 -2.577
H 2.147 -3.909 -0.994
H -2.449 -2.587 -2.089
H -0.171 -1.409 2.738
H 4.428 -1.657 -0.057
H -1.708 1.849 3.031
*
```

---

*b*
Computed, not measured: a cluster of 8 separate species, C6H29NO8 in total, with ωB97M-V with the def2-TZVPD basis set.

Computed properties:
LUMO   0.006 Eh
Gap between HOMO and LUMO   9.375 eV
HOMO level   -9.21 eV
SMILES string   CCCCCNCO.O.O.O.O.O.O.O

```
! RIJCOSX wB97M-V def2-TZVPD def2/J DEFGRID3
* xyz 0 1
O 1.504 -2.579 1.651
O 3.934 -2.105 0.093
O -1.039 -4.122 3.199
O 1.080 2.498 -2.170
O 2.750 0.419 -0.165
O -1.393 -0.118 3.224
O 2.428 3.834 0.087
O 0.507 -2.747 -2.301
N -0.634 1.172 1.351
C -1.062 1.154 2.704
C -1.462 -0.311 -1.695
C -1.834 0.421 -3.030
C -1.686 1.313 0.335
C -2.175 0.059 -0.388
C -2.913 1.501 -2.768
H -1.856 -1.323 -1.829
H 3.363 1.032 0.258
H 1.452 -2.780 -2.201
H -2.476 1.886 0.795
H 0.408 1.837 -1.966
H -2.985 2.216 -3.572
H 0.578 -2.410 1.466
H 3.631 -1.184 -0.035
H 2.022 -1.857 1.284
H -3.213 0.302 -0.635
H -1.379 -3.271 3.465
H -0.063 0.349 1.195
H -2.282 -0.199 -3.805
H 3.383 -2.602 -0.444
H -1.321 2.073 -0.371
H 1.984 4.267 0.819
H -3.887 1.022 -2.735
H 1.272 2.759 -1.254
H -0.532 -4.104 2.392
H -0.961 0.853 -3.490
H -0.284 1.518 3.386
H 0.167 -3.603 -2.566
H -0.401 -0.326 -1.507
H -2.759 2.069 -1.861
H 2.531 4.476 -0.618
H -2.336 -0.709 0.375
H 2.603 0.829 -1.028
H -2.232 -0.489 2.939
H -1.835 1.905 2.919
*
```

---

Pick *b*: it beats the second-best structure by 63.0 kcal/mol.

---

*a*
Computed, not measured: the molecule C4H5NS2, with ωB97M-V with the def2-TZVPD basis set.

Computed properties:
LUMO   0.028 Eh
Gap between HOMO and LUMO   8.630 eV
HOMO level   -7.88 eV
SMILES string   C1=NSC2(CC2)S1

```
! RIJCOSX wB97M-V def2-TZVPD def2/J DEFGRID3
* xyz 0 1
S -1.019 -1.136 -0.481
S -0.475 1.005 1.401
N -1.973 0.175 1.654
C -2.172 -0.747 0.781
C 0.960 0.796 -1.083
C 1.577 -0.183 -0.135
C 0.102 0.085 0.020
H 1.914 -1.149 -0.550
H 1.136 1.891 -0.922
H -3.127 -1.296 0.808
H 2.248 0.139 0.662
H 0.830 0.420 -2.153
*
```

---

*b*
Computed, not measured: the molecule C4H5NS2, with ωB97M-V with the def2-TZVPD basis set.

Computed properties:
LUMO   0.000 Eh
Gap between HOMO and LUMO   8.020 eV
HOMO level   -8.01 eV

```
! RIJCOSX wB97M-V def2-TZVPD def2/J DEFGRID3
* xyz 0 1
S 1.389 -1.385 0.239
S 3.051 1.102 -0.232
N -0.280 -1.601 -0.427
C -1.069 0.877 0.386
C -2.140 0.211 -0.355
C -0.996 -0.468 -0.239
C 1.626 0.186 -0.354
H 4.133 0.416 0.422
H -1.162 1.137 1.443
H -0.725 1.757 -0.099
H -3.151 0.258 -0.709
H -0.676 -2.491 -0.076
*
```

---

Pick *a*: it beats the second-best structure by 92.3 kcal/mol.

---

*a*
Computed, not measured: a structure of composition C38H35Cl2N8O4Sc, with ωB97M-V with the def2-TZVPD basis set.

Computed properties:
LUMO   0.007 Eh
Gap between HOMO and LUMO   7.274 eV
HOMO level   -7.09 eV

```
! RIJCOSX wB97M-V def2-TZVPD def2/J DEFGRID3
* xyz 0 1
Sc -0.533 0.325 1.782
Cl 1.812 0.295 -3.334
Cl 7.080 1.440 -2.953
O 2.316 2.379 -0.512
O 0.962 0.797 0.267
O 0.702 0.296 3.035
O -1.269 -1.673 2.819
N -3.366 -0.008 2.013
N -1.297 2.430 0.808
N -0.224 -3.306 1.660
N -4.574 -0.640 3.773
N -1.620 1.584 3.493
N -0.978 -0.898 -0.268
N -1.328 4.580 1.367
N 4.394 0.782 -1.847
C 0.567 -2.414 0.817
C -1.920 -3.924 3.274
C 4.717 -1.618 -1.846
C -5.129 -1.295 2.685
C 2.099 1.353 0.147
C -0.915 4.541 0.038
C -1.700 -1.162 -2.523
C -0.212 -1.982 -0.398
C 4.457 0.867 -3.251
C -4.636 -1.347 0.313
C -0.892 3.187 -0.295
C -5.687 -2.236 0.173
C -1.121 -2.864 2.561
C 3.820 -1.763 0.751
C -6.450 -2.649 1.274
C 3.280 0.681 0.865
C 3.800 -0.528 0.118
C -3.523 0.098 3.297
C 3.339 0.663 -4.068
C -2.614 0.835 4.233
C -0.547 5.537 -0.858
C -1.538 3.294 1.752
C -6.188 -2.184 2.551
C -4.359 -0.880 1.593
C -1.979 2.954 3.145
C 5.740 1.289 -5.277
C -0.151 5.118 -2.115
C 4.248 -2.923 0.116
C 5.653 1.183 -3.897
C 4.612 1.073 -6.048
C -1.707 -0.499 -1.309
C -0.474 2.780 -1.557
C -0.901 -2.286 -2.664
C 4.285 -0.453 -1.208
C 4.686 -2.841 -1.196
C -0.113 3.758 -2.457
C -0.140 -2.699 -1.585
C 3.404 0.759 -5.447
H -1.261 -4.581 3.843
H -1.538 3.682 3.836
H -1.387 5.390 1.957
H 5.034 -3.726 -1.715
H 3.493 -1.803 1.783
H 0.943 -1.563 1.400
H 6.690 1.536 -5.730
H -0.363 1.731 -1.788
H 4.254 -3.868 0.645
H -4.860 -0.712 4.732
H 0.524 -3.551 -1.659
H 3.893 1.563 -1.412
H -0.559 6.585 -0.586
H -7.265 -3.344 1.121
H 2.926 0.379 1.853
H -5.931 -2.621 -0.809
H 2.511 0.595 -6.034
H -0.249 -4.282 1.418
H -2.294 -0.791 -3.348
H -2.096 0.091 4.844
H 5.095 -1.557 -2.859
H -2.475 -4.531 2.557
H -3.064 3.070 3.214
H 4.673 1.153 -7.126
H -2.296 0.397 -1.147
H -0.856 -2.816 -3.606
H -6.782 -2.499 3.400
H 4.066 1.432 0.982
H -0.685 1.486 3.901
H -4.061 -1.034 -0.552
H -2.622 -3.441 3.948
H 0.253 3.468 -3.434
H 1.450 -2.961 0.495
H 0.155 5.856 -2.846
H -3.204 1.462 4.914
*
```

---

*b*
Computed, not measured: a structure of composition C38H35Cl2N8O4Sc, with ωB97M-V with the def2-TZVPD basis set.

Computed properties:
LUMO   -0.003 Eh
Gap between HOMO and LUMO   4.835 eV
HOMO level   -4.90 eV

```
! RIJCOSX wB97M-V def2-TZVPD def2/J DEFGRID3
* xyz 0 1
Sc -0.145 -1.625 0.482
Cl -0.599 3.431 -2.077
Cl -3.057 7.180 0.940
O -1.226 -1.879 2.478
O -0.162 0.729 0.476
O -2.076 1.801 0.314
O 1.147 -1.076 1.658
N -1.899 -0.363 -3.176
N -2.447 -1.474 0.338
N -0.628 -3.792 0.406
N -1.504 4.667 0.509
N 2.690 -1.764 -0.190
N -0.950 -0.142 3.906
N -2.210 -5.176 1.077
N -0.473 -1.308 -1.757
C 1.539 -1.154 -3.305
C -1.899 -3.917 0.683
C 2.016 5.654 1.051
C -1.020 -1.397 3.654
C 2.267 -0.310 1.604
C -1.840 5.376 -0.664
C 4.926 -2.046 -1.049
C 3.151 -0.750 0.654
C -0.756 -7.239 1.399
C -0.925 -2.439 4.770
C -1.793 5.621 -3.085
C 3.599 -2.389 -0.950
C 1.008 -0.154 -5.456
C -0.048 -5.031 0.654
C -0.318 0.023 -5.112
C 0.707 5.670 0.601
C -2.514 6.801 -2.982
C -2.571 6.563 -0.602
C 5.366 -0.932 -0.296
C -2.833 -0.910 -0.956
C -2.910 7.274 -1.742
C 1.570 -6.736 0.892
C 0.286 3.581 1.734
C 0.567 -7.629 1.297
C -1.037 -5.919 1.072
C 2.476 4.613 1.842
C -0.169 4.637 0.932
C -0.689 -0.407 -3.845
C 0.205 -0.995 -2.948
C 1.604 3.589 2.175
C -0.625 2.438 2.123
C -1.708 -0.897 -1.950
C -1.469 4.923 -1.934
C 1.920 -0.730 -4.563
C -1.027 1.660 0.906
C -2.950 -2.834 0.634
C 1.283 -5.425 0.566
C 4.503 -0.292 0.535
H 2.956 -0.833 -4.859
H -0.812 0.007 4.899
H -0.141 1.756 2.824
H 2.249 -1.560 -2.606
H 0.657 0.690 1.043
H 0.837 -8.647 1.545
H 0.000 -2.305 5.332
H -3.474 8.191 -1.648
H -1.482 5.236 -4.046
H 3.219 -3.219 -1.543
H -2.769 7.354 -3.875
H -0.939 -3.447 4.357
H 2.456 0.371 2.421
H 3.499 4.595 2.193
H -3.701 -1.422 -1.388
H -3.403 -2.823 1.623
H 0.355 6.492 -0.010
H 2.593 -7.084 0.843
H 4.829 0.542 1.144
H -2.752 0.056 -3.504
H -3.117 -5.491 1.373
H 2.680 6.466 0.780
H -3.719 -3.111 -0.095
H -2.005 3.793 0.598
H 1.946 2.765 2.789
H -1.758 -2.330 5.469
H -1.540 2.782 2.607
H 1.351 0.170 -6.430
H 2.048 -4.715 0.277
H 5.596 -2.599 -1.693
H -1.524 -7.928 1.725
H -3.104 0.136 -0.801
H -1.025 0.481 -5.790
H -2.752 -0.865 1.086
H 6.396 -0.602 -0.363
*
```

---

Pick *a*: it beats the second-best structure by 49.3 kcal/mol.

---

*a*
Computed, not measured: a cluster of 2 separate species, C5H12S in total, with ωB97M-V with the def2-TZVPD basis set.

Computed properties:
LUMO   0.039 Eh
Gap between HOMO and LUMO   9.616 eV
HOMO level   -8.57 eV
SMILES string   C=CC.CSC

```
! RIJCOSX wB97M-V def2-TZVPD def2/J DEFGRID3
* xyz 0 1
S 1.665 -0.929 0.798
C -2.271 0.961 -1.824
C -1.391 -0.224 -2.137
C 0.667 -1.763 2.083
C -1.748 2.185 -1.941
C 2.655 0.080 1.929
H -1.971 3.004 -1.267
H 2.551 1.130 1.670
H 0.397 -1.029 2.829
H -0.644 0.069 -2.886
H 2.330 0.070 2.969
H 3.680 -0.273 1.953
H 1.215 -2.609 2.490
H -0.722 -0.522 -1.332
H -3.298 0.667 -1.648
H -0.231 -2.164 1.612
H -1.917 -1.043 -2.632
H -0.968 2.390 -2.665
*
```

---

*b*
Computed, not measured: the molecule C5H12S, with ωB97M-V with the def2-TZVPD basis set.

Computed properties:
LUMO   0.039 Eh
Gap between HOMO and LUMO   9.501 eV
HOMO level   -8.43 eV
SMILES string   CCCCSC

```
! RIJCOSX wB97M-V def2-TZVPD def2/J DEFGRID3
* xyz 0 1
S 1.319 0.303 0.052
C -1.376 0.535 -0.480
C -1.839 -0.956 1.582
C -0.155 -0.339 -0.789
C 2.622 0.015 -1.198
C -1.838 0.448 0.965
H 2.767 0.896 -1.820
H -1.171 1.051 1.600
H -1.009 1.547 -0.646
H -0.840 -1.191 1.936
H 2.352 -0.889 -1.739
H -2.152 0.392 -1.226
H -2.821 0.876 1.116
H -0.321 -1.353 -0.443
H 0.002 -0.341 -1.865
H -2.537 -0.964 2.422
H 3.504 -0.218 -0.615
H -2.124 -1.703 0.849
*
```

---

Pick *b*: it beats the second-best structure by 42.0 kcal/mol.

---

*a*
Computed, not measured: the molecule C17H23N3O3, with ωB97M-V with the def2-TZVPD basis set.

Computed properties:
LUMO   0.019 Eh
Gap between HOMO and LUMO   8.196 eV
HOMO level   -7.68 eV
SMILES string   CC[C@H](C)[C@H](NC(=O)[C@@H](N)Cc1c[nH]c2ccccc12)C(=O)O

```
! RIJCOSX wB97M-V def2-TZVPD def2/J DEFGRID3
* xyz 0 1
O -1.036 -0.296 3.000
O -1.624 2.818 0.043
O -3.490 2.207 -1.034
N 4.073 -1.757 -1.066
N 1.130 1.201 2.354
N -1.874 0.186 1.148
C -4.343 -0.801 -0.537
C -2.831 -0.623 -0.932
C 5.033 0.527 -1.704
C 2.764 -1.149 0.585
C -2.253 -2.063 -0.546
C -0.764 -0.038 1.846
C 0.681 0.262 1.384
C -1.980 0.383 -0.298
C 3.520 -0.011 0.232
C 4.232 -0.376 -0.962
C 1.534 -1.156 1.485
C 5.044 1.915 -1.253
C 4.313 2.246 -0.083
C 3.114 -2.156 -0.216
C -5.467 -0.151 -1.384
C -2.445 1.907 -0.477
C 3.599 1.271 0.710
H 0.511 2.019 2.336
H 0.959 -2.109 1.206
H -0.929 0.203 -0.743
H 4.271 -2.267 -1.954
H 0.650 0.642 0.360
H 4.089 3.263 0.087
H -4.475 -1.876 -0.735
H -5.382 1.001 -1.324
H -6.454 -0.541 -1.019
H -2.040 3.664 -0.110
H -2.419 -1.972 0.548
H -2.761 -0.600 -2.073
H 3.064 1.555 1.695
H -2.862 -2.849 -0.921
H 0.812 0.826 3.275
H 5.421 0.082 -2.581
H 5.619 2.615 -1.899
H 2.848 -3.152 -0.029
H 1.659 -1.270 2.590
H -5.328 -0.412 -2.435
H -4.480 -0.652 0.508
H -1.094 -2.159 -0.638
H -2.605 -0.355 1.563
*
```

---

*b*
Computed, not measured: the molecule C17H23N3O3, with ωB97M-V with the def2-TZVPD basis set.

Computed properties:
LUMO   0.016 Eh
Gap between HOMO and LUMO   8.429 eV
HOMO level   -7.99 eV
SMILES string   CC(C)C[C@H](NC(=O)[C@@H](N)Cc1c[nH]c2ccccc12)C(=O)O

```
! RIJCOSX wB97M-V def2-TZVPD def2/J DEFGRID3
* xyz 0 1
O -4.141 1.184 1.129
O -4.101 -0.808 0.249
O -1.317 -2.381 2.009
N -1.186 -0.953 0.160
N 2.789 -0.017 -1.434
N -0.813 -2.915 -1.432
C 2.150 -1.208 -1.556
C -1.285 1.633 0.605
C 3.573 1.501 0.505
C -0.231 -3.103 -0.132
C 3.165 1.578 1.929
C 1.832 -1.713 -0.322
C -3.531 0.202 0.820
C -2.203 1.792 -1.802
C 2.121 0.669 2.501
C 2.061 -0.622 0.560
C -0.957 -2.114 0.830
C 2.754 0.431 -0.220
C 1.329 -2.943 0.003
C -0.100 3.391 -0.852
C -1.796 0.189 0.835
C 1.568 -0.482 1.891
C -0.887 2.007 -0.900
H -5.015 -0.633 0.281
H 3.612 2.427 2.599
H -0.113 1.222 -1.045
H 0.747 -1.179 2.368
H 2.186 -1.729 -2.443
H -0.369 -4.007 0.418
H -0.506 4.219 -0.014
H -1.908 -2.999 -1.496
H 1.551 -3.446 0.969
H -2.126 2.209 1.135
H -0.049 4.072 -1.801
H -0.301 1.500 1.170
H 1.682 0.747 3.516
H -1.023 -1.239 -0.863
H -2.958 2.690 -1.719
H -1.661 -0.012 1.947
H 1.887 -3.577 -0.848
H 0.853 2.972 -0.505
H -2.871 0.960 -1.364
H -1.945 1.746 -3.044
H 4.516 2.039 -0.109
H 3.503 0.196 -2.310
H -0.484 -3.496 -2.219
*
```

---

Pick *a*: it beats the second-best structure by 81.6 kcal/mol.

---

*a*
Computed, not measured: a cluster of 2 separate species, C5H12N4OS in total, with ωB97M-V with the def2-TZVPD basis set.

Computed properties:
LUMO   0.018 Eh
Gap between HOMO and LUMO   9.007 eV
HOMO level   -8.51 eV

```
! RIJCOSX wB97M-V def2-TZVPD def2/J DEFGRID3
* xyz 0 1
S 0.484 1.774 -0.432
O 0.383 1.628 -1.851
N -0.347 0.479 0.362
N 1.928 0.998 0.190
N 1.317 -1.109 -0.456
N 3.476 -0.572 -0.599
C 2.186 -0.228 -0.319
C -1.805 0.609 0.335
C -0.001 -0.863 -0.084
C -1.005 -1.186 -1.147
C -2.280 -0.402 -0.814
H -2.246 0.239 1.253
H 3.657 -1.593 -0.697
H -1.642 1.317 4.470
H 2.709 1.646 0.367
H -0.174 -1.617 0.728
H -2.089 1.646 0.328
H -2.488 0.150 -1.707
H -1.069 -2.194 -1.247
H -2.968 -1.068 -0.448
H -1.522 1.133 3.738
H 4.068 -0.008 0.170
H -0.574 -0.781 -2.141
*
```

---

*b*
Computed, not measured: the molecule C5H12N4OS, with ωB97M-V with the def2-TZVPD basis set.

Computed properties:
LUMO   0.029 Eh
Gap between HOMO and LUMO   8.017 eV
HOMO level   -7.23 eV
SMILES string   CNc1[nH]n(OC)[nH]sc1C

```
! RIJCOSX wB97M-V def2-TZVPD def2/J DEFGRID3
* xyz 0 1
S 0.693 -1.135 2.691
O -1.622 -2.707 0.056
N -0.941 -0.584 0.121
N 0.312 -2.130 1.318
N -1.074 -1.762 0.849
N -0.348 1.630 -0.080
C -0.172 0.461 0.676
C 0.479 0.420 1.862
C -0.428 1.566 -1.515
C -1.171 -2.918 -1.281
C 1.293 1.542 2.495
H -0.223 -3.582 -1.224
H -1.284 0.963 -1.811
H 0.560 2.441 2.618
H 0.430 1.066 -2.041
H 1.566 1.143 3.461
H -1.847 -0.254 -0.022
H 2.185 1.895 2.031
H -0.163 2.589 -1.905
H -1.961 -3.177 -1.882
H 0.066 -3.126 1.709
H 0.343 2.344 0.158
H -0.639 -1.935 -1.417
*
```

---

Pick *a*: it beats the second-best structure by 80.2 kcal/mol.